# 1
# C4H7INO

A cluster of 2 separate species, C4H7INO in total (the ωB97M-V functional and the def2-TZVPD basis, the OMol25 dataset).

Values from the calculation:
Spin multiplicity   1
Frontier orbital gap (alpha / beta)   7.70 / 6.34 eV
Total energy   -583.93760 Ha
Energy relative to the best compared isomer or geometry (same formula, charge and spin)   2.237 eV
Net charge   +1

Cartesian coordinates (Å):
C (0.1607, -0.3089, -1.1956)
C (-1.3312, -1.0567, 0.2360)
C (1.8191, 0.7915, 0.4006)
C (-0.3557, -0.3707, 0.9882)
N (0.6149, 0.0476, 0.1766)
O (-1.0641, -1.0222, -1.0240)
I (-4.1451, 1.0463, -0.0186)
H (-0.1836, 0.5018, -1.7809)
H (0.7069, -1.0889, -1.6869)
H (-2.2393, -1.4973, 0.4750)
H (2.3226, 0.3026, 1.1068)
H (1.4371, 1.7982, 0.6170)
H (2.5289, 0.9289, -0.3763)
H (-0.2711, -0.0722, 2.0823)

# 2
# C6H12O2

A structure of composition C6H12O2 (the ωB97M-V functional and the def2-TZVPD basis, the OMol25 dataset).

Values from the calculation:
Spin multiplicity   1
Frontier orbital gap   10.66 eV
Total energy   -386.14893 Ha
Energy relative to the best compared isomer or geometry (same formula, charge and spin)   4.659 eV

Cartesian coordinates (Å):
C (-0.4212, -0.7415, -1.6026)
C (0.3751, -0.1314, -2.7404)
O (0.2588, -1.4499, -0.7243)
C (-1.1235, 0.7563, -0.7736)
C (-2.0512, 1.5244, -0.6320)
H (0.8682, -0.7059, -0.0466)
H (-1.3552, -1.2194, -1.9146)
H (1.2266, 0.4262, -2.3526)
H (0.7510, -0.9480, -3.3625)
H (-0.2452, 0.5261, -3.3460)
H (-2.8333, 2.2298, -0.5066)
C (1.1290, 0.2440, 2.0350)
C (-0.0910, -0.5357, 2.4986)
O (1.1901, 0.3791, 0.6024)
H (0.3156, 0.8402, 0.2418)
H (1.1391, 1.2504, 2.4625)
H (2.0531, -0.2601, 2.3223)
H (-1.0065, -0.0058, 2.2368)
H (-0.1257, -1.5145, 2.0219)
H (-0.0537, -0.6644, 3.5805)

# 3
# C3H28O11

A cluster of 11 separate species, C3H28O11 in total (the ωB97M-V functional and the def2-TZVPD basis, the OMol25 dataset).

Values from the calculation:
Spin multiplicity   1
Frontier orbital gap   9.30 eV
Total energy   -958.72817 Ha
SMILES string   CC(C)O.O.O.O.O.O.O.O.O.O.O
Energy relative to the best compared isomer or geometry (same formula, charge and spin)   2.549 eV

Cartesian coordinates (Å):
O (-0.2921, 3.1640, -1.6259)
H (-0.9352, 3.0448, -0.9270)
H (0.5091, 2.7659, -1.2853)
O (1.8723, 1.8306, -0.9727)
H (2.4280, 1.7688, -0.1957)
H (2.3669, 1.3809, -1.6578)
O (-2.9716, 2.8748, -0.5667)
H (-3.0199, 1.9981, -0.9478)
H (-3.7044, 3.3484, -0.9604)
O (-0.9449, -2.6521, -2.4672)
H (-0.1290, -2.1577, -2.3898)
H (-1.3687, -2.5510, -1.6149)
O (-3.3031, -0.2290, -1.2907)
H (-3.5546, -0.1810, -2.2130)
H (-2.3485, -0.2981, -1.3056)
O (2.1514, -1.4692, -1.6242)
H (3.0895, -1.3804, -1.7920)
H (2.0633, -1.3413, -0.6797)
O (-1.1667, -0.5722, 2.2346)
H (-0.2618, -0.4860, 1.9346)
H (-1.5762, -1.1569, 1.5969)
O (-2.3601, 1.9647, 1.7738)
H (-2.4706, 2.3273, 0.8948)
H (-2.1151, 1.0511, 1.6274)
O (-0.5943, 0.2879, -0.7654)
H (-0.2612, 0.9224, -1.4000)
H (0.1837, -0.0128, -0.2956)
O (-1.9169, 2.2645, -3.7132)
H (-1.4672, 2.5811, -2.9298)
H (-1.6385, 1.3526, -3.7978)
C (2.0896, -1.1709, 3.4324)
C (2.3157, -1.5984, 1.9908)
C (1.5929, -2.8899, 1.5650)
O (1.9048, -0.6136, 1.0651)
H (2.7278, -1.7658, 4.0858)
H (1.0372, -1.2291, 3.7101)
H (2.3208, -0.1220, 3.6180)
H (3.3761, -1.7584, 1.7958)
H (1.5641, -3.0051, 0.4815)
H (0.5930, -2.8924, 1.9990)
H (2.0984, -3.6398, 2.1735)
H (2.1161, 0.2451, 1.4388)

# 4
# C5H11NO

The molecule C5H11NO (the ωB97M-V functional and the def2-TZVPD basis, the OMol25 dataset).

Values from the calculation:
Spin multiplicity   1
Frontier orbital gap   10.74 eV
Total energy   -327.05714 Ha
SMILES string   CCN1C[C@H]1CO
Energy relative to the best compared isomer or geometry (same formula, charge and spin)   2.019 eV

Cartesian coordinates (Å):
C (1.9394, -1.1158, 0.3688)
C (0.7262, -0.6839, 1.1794)
N (0.0447, 0.4213, 0.5136)
C (-1.2857, 0.7546, 0.9806)
C (-1.0895, 0.0786, -0.3279)
C (-1.1316, 0.8339, -1.6495)
O (0.1593, 0.9592, -2.1959)
H (2.4478, -1.9614, 0.8437)
H (2.6507, -0.2878, 0.2865)
H (1.6448, -1.4102, -0.6446)
H (0.0433, -1.5389, 1.3339)
H (1.0373, -0.3364, 2.1716)
H (-1.7035, 0.1708, 1.8012)
H (-1.5117, 1.8192, 1.0129)
H (-1.3517, -0.9808, -0.3644)
H (-1.7408, 0.2880, -2.3770)
H (-1.6013, 1.8195, -1.4997)
H (0.7225, 1.1701, -1.4331)

# 5
# C4H5CuO6

A structure of composition C4H5CuO6 (the ωB97M-V functional and the def2-TZVPD basis, the OMol25 dataset).

Values from the calculation:
Spin multiplicity   2
Frontier orbital gap (alpha / beta)   7.33 / 5.67 eV
Total energy   -2246.94355 Ha
Energy relative to the best compared isomer or geometry (same formula, charge and spin)   2.045 eV
Net charge   +1

Cartesian coordinates (Å):
O (-3.1058, -0.0665, -0.2720)
C (-2.3363, -0.7188, 0.4951)
O (-2.8221, -1.3214, 1.4977)
O (-1.0558, -0.8552, 0.2500)
Cu (-4.3857, -0.7113, 0.7838)
C (-0.5595, -0.2405, -1.1345)
C (0.7841, -0.3733, -0.5021)
H (-0.7933, -1.0476, -1.8372)
H (-0.8796, 0.8005, -1.2530)
H (1.1836, -1.3582, -0.2469)
O (1.1282, 0.7269, 0.3252)
C (2.4154, 0.8730, 0.6124)
O (3.3134, 0.1766, 0.2084)
O (2.5635, 2.0018, 1.2907)
H (3.5029, 2.1672, 1.4437)
H (1.0469, -0.0534, -1.6614)

# 6
# Cl2O2S

A cluster of 2 separate species, Cl2O2S in total (the ωB97M-V functional and the def2-TZVPD basis, the OMol25 dataset).

Values from the calculation:
Spin multiplicity   1
Frontier orbital gap (alpha / beta)   7.04 / 8.83 eV
Total energy   -1468.89297 Ha
Energy relative to the best compared isomer or geometry (same formula, charge and spin)   3.116 eV

Cartesian coordinates (Å):
O (-1.3709, 1.4402, 0.5517)
O (1.6406, 0.2926, 0.8176)
S (-1.0410, 0.0873, 0.9506)
Cl (1.8193, -0.9788, -0.1326)
Cl (-1.0095, -1.0501, -0.6011)

# 7
# C6H13N3O

The molecule C6H13N3O (the ωB97M-V functional and the def2-TZVPD basis, the OMol25 dataset).

Values from the calculation:
Spin multiplicity   1
Frontier orbital gap (alpha / beta)   7.11 / 7.33 eV
Total energy   -475.77816 Ha
Energy relative to the best compared isomer or geometry (same formula, charge and spin)   5.133 eV

Cartesian coordinates (Å):
C (-1.5295, 1.2023, -0.5672)
C (-2.2411, -0.8160, 0.6426)
C (1.5185, 1.3113, -0.8286)
N (-1.2412, -0.1946, -0.2271)
C (-0.3664, -1.1402, -1.2646)
C (0.3279, -0.7402, 0.1530)
C (1.3394, 0.2266, 0.1875)
N (0.3224, -1.7484, 1.1291)
N (2.4473, -0.0789, 1.0499)
O (-0.2188, -0.7567, -2.3899)
H (1.1710, -1.6693, 1.6817)
H (0.2545, -2.6639, 0.7012)
H (3.3433, 0.0414, 0.5883)
H (2.4535, 0.4914, 1.8891)
H (-1.1989, 1.8754, 0.2251)
H (-1.0348, 1.4494, -1.5034)
H (-2.2270, -0.3644, 1.6370)
H (-3.2229, -0.6778, 0.1874)
H (-2.0463, -1.8793, 0.7371)
H (-2.6039, 1.3204, -0.7104)
H (2.5855, 1.5183, -0.9558)
H (1.1148, 1.0276, -1.8082)
H (1.0528, 2.2656, -0.5540)